(1)
The following is a quantum chemistry calculation of a 9-piece molecular cluster, C31H44Cl12F24O3 overall, from the Open Molecules 2025 dataset.

Structure (XYZ):
```
114
Properties=species:S:1:pos:R:3
F 0.300 3.781 0.543
C 0.836 2.614 0.913
F 1.944 2.981 1.565
C -0.114 1.849 1.745
F -1.179 1.647 0.974
F -0.493 2.375 2.879
C 0.498 0.530 2.183
O 0.477 -0.341 0.993
C 1.045 -1.578 1.155
F 2.267 -1.386 1.707
F 0.295 -2.475 1.937
C 1.316 -2.199 -0.279
F 1.953 -3.402 -0.243
F 0.215 -2.389 -0.995
H 1.127 2.064 0.018
H -0.033 0.038 2.997
H 1.516 0.704 2.533
H 1.991 -1.544 -0.830
F -4.278 5.811 5.053
C -4.038 6.259 3.783
F -3.989 7.570 3.788
C -2.867 5.526 3.031
F -1.750 5.717 3.731
F -2.712 6.179 1.850
C -3.164 4.012 2.693
O -4.442 3.921 2.089
C -4.842 2.659 1.534
F -3.801 1.999 0.985
F -5.319 1.955 2.606
C -6.017 2.872 0.616
F -6.540 1.710 0.372
F -7.012 3.714 0.939
H -4.949 6.153 3.193
H -3.026 3.321 3.525
H -2.454 3.698 1.928
H -5.620 3.342 -0.284
F 5.190 -6.221 -1.051
C 4.070 -6.215 -0.284
F 3.703 -7.515 0.012
C 4.232 -5.299 0.975
F 3.018 -5.115 1.415
F 4.548 -4.041 0.676
C 5.090 -5.912 2.121
O 6.480 -5.891 1.718
C 7.407 -6.193 2.794
F 7.219 -5.375 3.826
F 7.087 -7.386 3.173
C 8.843 -6.054 2.199
F 9.258 -4.822 1.732
F 9.805 -6.483 2.995
H 3.325 -5.858 -0.996
H 4.651 -6.862 2.425
H 5.040 -5.238 2.976
H 8.878 -6.616 1.266
Cl 1.714 -0.543 5.636
C 2.946 0.677 5.755
Cl 3.170 1.139 7.437
Cl 2.608 2.134 4.692
H 3.772 0.113 5.321
Cl -3.211 4.893 -0.834
C -2.072 5.889 -1.715
Cl -0.422 5.341 -1.678
Cl -1.965 7.579 -1.215
H -2.382 5.845 -2.759
Cl 2.311 5.110 3.533
C 3.947 5.885 3.579
Cl 5.195 4.710 3.300
Cl 4.272 6.790 5.024
H 3.904 6.621 2.776
Cl 0.638 -6.603 2.505
C 0.039 -5.599 3.896
Cl 1.493 -4.962 4.762
Cl -0.890 -6.626 5.001
H -0.626 -4.809 3.547
C -6.365 -1.799 -1.971
C -5.793 -1.436 -3.413
C -4.746 -2.478 -3.952
C -3.528 -2.703 -3.041
C -2.768 -3.969 -3.367
C -1.475 -4.179 -2.590
H -6.220 -2.877 -1.899
H -7.448 -1.675 -1.960
H -6.017 -1.448 -0.999
H -6.529 -1.068 -4.129
H -5.143 -0.589 -3.196
H -4.413 -2.343 -4.981
H -5.343 -3.384 -4.051
H -2.876 -1.854 -3.249
H -3.840 -2.712 -1.997
H -3.361 -4.859 -3.157
H -2.633 -3.958 -4.449
H -0.671 -3.632 -3.084
H -1.683 -3.952 -1.545
H -1.332 -5.258 -2.547
C -1.353 1.703 -2.398
C 0.011 1.654 -3.178
C -0.110 2.186 -4.614
C 1.165 1.930 -5.556
C 2.365 2.828 -5.372
C 1.995 4.350 -5.508
H -1.605 2.663 -1.948
H -1.342 0.926 -1.633
H -2.282 1.529 -2.940
H 0.754 2.179 -2.577
H 0.241 0.605 -3.360
H -0.218 3.271 -4.620
H -0.990 1.719 -5.057
H 1.386 0.885 -5.340
H 0.982 1.952 -6.631
H 2.934 2.629 -4.464
H 3.051 2.650 -6.201
H 1.389 4.481 -6.404
H 1.544 4.854 -4.653
H 2.838 5.002 -5.735
```

Values from the calculation:
- highest occupied orbital energy (eV) = -10.7
- gap between HOMO and LUMO (eV) = 10.89
- SMILES = FC(F)C(F)(F)COC(F)(F)C(F)F.FC(F)C(F)(F)COC(F)(F)C(F)F.FC(F)C(F)(F)COC(F)(F)C(F)F.ClC(Cl)Cl.ClC(Cl)Cl.ClC(Cl)Cl.ClC(Cl)Cl.CCCCCC.CCCCCC
- LUMO (hartree) = 0.0068

(2)
The following is a quantum chemistry calculation of a 2-piece molecular cluster, C31H44F3N2O9P2SSi overall, from the Open Molecules 2025 dataset.

Structure (XYZ):
```
93
Properties=species:S:1:pos:R:3
C 2.011 -4.833 1.405
C 0.969 -4.312 1.695
C -0.247 -3.629 2.252
C 0.085 -2.135 2.365
C -0.165 -1.325 1.232
C -0.682 -1.978 -0.062
O -2.103 -1.896 -0.186
N -2.657 -3.205 -0.355
O -2.741 -3.479 -1.480
C 0.101 0.099 1.359
C -0.186 0.984 0.131
C -1.484 1.844 0.283
O -2.666 1.036 0.146
C -3.660 1.668 0.862
O -4.603 1.082 1.293
C 0.630 0.621 2.544
C 0.938 2.113 2.761
F 0.504 2.935 1.770
F 0.197 2.536 3.860
C 2.474 2.441 2.932
C 3.093 3.084 1.668
Si 4.986 3.248 1.973
C 5.916 3.835 0.448
C 5.249 4.504 3.380
C 5.787 1.640 2.551
C 5.990 1.399 3.930
C 6.627 0.211 4.334
C 7.067 -0.760 3.432
C 6.844 -0.521 2.061
C 6.219 0.659 1.634
N 0.902 -0.226 3.595
P 1.644 0.306 5.151
S 3.391 -0.447 5.454
C 0.628 -1.551 3.533
C 0.911 -2.524 4.683
C 2.228 -3.280 4.354
O 2.575 -4.270 4.882
F 2.971 -2.737 3.352
H 3.051 -5.071 1.255
H -0.578 -4.104 3.183
H -1.047 -3.830 1.524
H -0.428 -3.050 -0.112
H -0.207 -1.550 -0.961
H 0.685 1.645 0.002
H -0.282 0.431 -0.810
H -1.518 2.287 1.289
H -1.487 2.690 -0.426
H -3.595 2.757 1.078
H 2.967 1.460 3.098
H 2.619 3.022 3.856
H 2.729 4.120 1.600
H 2.920 2.476 0.768
H 5.875 3.081 -0.361
H 6.991 3.982 0.653
H 5.552 4.799 0.053
H 4.637 4.252 4.263
H 6.308 4.412 3.682
H 5.060 5.539 3.058
H 5.683 2.100 4.709
H 6.759 0.064 5.413
H 7.555 -1.679 3.765
H 7.162 -1.297 1.360
H 6.092 0.762 0.550
H 0.725 -0.119 6.136
H 1.760 1.697 5.232
H 0.156 -3.321 4.748
H 0.942 -2.082 5.683
O -6.746 -1.165 -4.770
P -5.435 -0.801 -5.387
O -4.989 0.514 -4.516
C -4.557 0.328 -3.172
C -3.162 -0.270 -3.102
O -5.964 -0.051 -6.748
C -7.270 -0.302 -7.269
C -8.238 0.776 -6.826
O -3.930 -0.920 -6.088
C -3.558 -2.209 -6.624
C -4.415 -2.607 -7.812
H -5.276 -0.296 -2.632
H -4.556 1.314 -2.705
H -3.168 -1.297 -3.477
H -2.799 -0.286 -2.074
H -2.464 0.297 -3.720
H -7.622 -1.294 -6.982
H -7.189 -0.295 -8.358
H -8.227 0.906 -5.744
H -9.256 0.534 -7.138
H -7.960 1.736 -7.263
H -3.622 -2.961 -5.833
H -2.514 -2.135 -6.927
H -5.449 -2.793 -7.509
H -4.030 -3.519 -8.271
H -4.432 -1.813 -8.558
```

Values from the calculation:
- highest occupied orbital energy (eV) = -11.4
- gap between HOMO and LUMO (eV) = 6.49
- LUMO (hartree) = -0.1822
- charge = +1

(3)
The following is a quantum chemistry calculation of an isolated ion of composition C31H44FIN3O6 and charge +1, from the Open Molecules 2025 dataset.

Structure (XYZ):
```
86
Properties=species:S:1:pos:R:3
C 4.692 -2.190 0.799
C 5.232 -0.751 0.763
N 4.155 0.220 0.408
C 4.346 0.840 -0.910
C 3.053 0.847 -1.717
C 2.021 1.888 -1.335
C 2.471 2.917 -0.558
N 1.649 3.901 -0.098
C 0.360 3.939 -0.379
C -0.449 5.094 0.172
O -0.526 6.080 -0.487
N -1.067 5.025 1.465
C -0.310 4.160 2.313
O 0.601 4.545 2.938
F -0.696 2.892 2.289
C -0.198 2.934 -1.182
C -1.581 2.999 -1.448
C -2.172 2.048 -2.222
C -3.668 2.245 -2.428
O -4.264 2.443 -1.151
C -5.052 1.352 -0.704
O -4.700 1.107 0.631
C -5.794 1.155 1.539
C -6.488 -0.191 1.668
O -5.634 -1.115 2.332
C -1.368 1.011 -2.754
I -2.423 -0.422 -3.921
C 0.009 0.896 -2.549
C 0.714 -0.248 -3.229
C 0.780 -1.589 -2.436
C -0.232 -1.777 -1.290
C 0.314 -1.241 0.040
C -0.536 -3.293 -1.199
C -1.528 -3.677 -0.074
C -0.867 -4.743 0.810
C 0.211 -4.419 1.607
C -0.003 -3.484 2.792
C 1.611 -4.892 1.378
C 0.614 1.886 -1.708
C 4.097 1.209 1.470
C 2.897 1.097 2.392
O 4.945 2.046 1.619
H 4.861 -2.745 -0.123
H 3.648 -2.198 1.106
H 5.226 -2.708 1.601
H 5.536 -0.531 1.789
H 6.133 -0.649 0.158
H 5.042 0.205 -1.460
H 4.856 1.808 -0.865
H 3.266 0.924 -2.786
H 2.598 -0.129 -1.569
H 3.497 3.027 -0.251
H 2.039 4.645 0.473
H -2.035 4.715 1.378
H -2.162 3.816 -1.042
H -3.800 3.187 -2.968
H -4.158 1.477 -3.017
H -6.104 1.640 -0.790
H -4.833 0.443 -1.274
H -5.392 1.383 2.528
H -6.518 1.944 1.305
H -6.802 -0.583 0.694
H -7.352 -0.077 2.324
H -4.836 -1.179 1.793
H 0.185 -0.460 -4.153
H 1.709 0.002 -3.586
H 0.594 -2.387 -3.158
H 1.767 -1.802 -2.021
H -1.200 -1.300 -1.450
H -0.287 -1.578 0.883
H 0.264 -0.149 0.052
H 1.330 -1.598 0.234
H 0.425 -3.788 -1.032
H -0.902 -3.660 -2.160
H -1.880 -2.817 0.502
H -2.369 -4.189 -0.547
H -1.232 -5.768 0.787
H -1.046 -3.175 2.813
H 0.268 -4.046 3.684
H 0.636 -2.593 2.687
H 1.677 -5.827 0.818
H 2.118 -5.048 2.338
H 2.142 -4.100 0.840
H 3.250 0.642 3.319
H 2.442 2.072 2.551
H 2.183 0.406 1.945
```

Values from the calculation:
- highest occupied orbital energy (eV) = -9.1
- gap between HOMO and LUMO (eV) = 4.67
- SMILES = CCN(CCc1c[nH+]c(C(=O)NC(=O)F)c2cc(COCOCCO)c(I)c(CC[C@H](C)CCC=C(C)C)c12)C(C)=O
- LUMO (hartree) = -0.1642
- charge = +1

(4)
The following is a quantum chemistry calculation of C31H44FN5O7PZn as an isolated structure, from the Open Molecules 2025 dataset.

Structure (XYZ):
```
90
Properties=species:S:1:pos:R:3
Zn 0.171 0.194 -0.465
O 0.020 -1.041 -2.412
C 0.460 -2.384 -2.634
C 1.425 -2.809 -1.550
C 1.657 -4.166 -1.389
C 2.590 -4.617 -0.481
C 3.338 -3.730 0.275
C 3.115 -2.380 0.124
C 2.157 -1.860 -0.770
O 2.001 -0.550 -0.840
N 2.782 -6.062 -0.322
O 3.650 -6.432 0.439
O 2.041 -6.798 -0.945
H 0.967 -2.434 -3.606
H 1.127 -4.907 -1.973
H 4.077 -4.111 0.966
H 3.683 -1.662 0.702
C 1.121 4.500 0.001
C 1.640 3.307 0.808
C 2.246 2.276 -0.140
C 0.612 2.803 1.821
C 0.882 3.128 3.150
C -0.023 2.857 4.158
C -1.226 2.262 3.828
C -1.546 1.891 2.520
C -2.962 1.308 2.385
C -4.011 2.382 2.065
C -3.179 0.084 1.502
C -0.592 2.142 1.502
N -0.803 1.707 0.158
C -1.800 2.328 -0.573
C -2.266 3.629 -0.331
C -3.263 4.204 -1.100
C -3.849 3.510 -2.150
C -3.426 2.213 -2.409
C -2.444 1.668 -1.619
F -2.060 0.362 -1.876
H 1.940 4.959 -0.559
H 0.693 5.262 0.653
H 0.358 4.186 -0.711
H 2.467 3.672 1.420
H 1.525 2.016 -0.918
H 2.563 1.367 0.376
H 3.124 2.715 -0.626
H 1.814 3.626 3.390
H 0.199 3.122 5.183
H -1.951 2.071 4.610
H -3.191 0.972 3.399
H -3.998 2.659 1.012
H -3.848 3.284 2.658
H -5.006 1.999 2.299
H -3.026 0.294 0.446
H -4.211 -0.252 1.629
H -2.521 -0.734 1.786
H -1.846 4.178 0.503
H -3.591 5.210 -0.870
H -4.619 3.964 -2.757
H -3.852 1.620 -3.208
C 1.234 -2.899 3.794
N 0.872 -1.896 2.799
C 1.292 -0.505 2.982
C 0.132 -2.194 1.733
C -0.376 -3.597 1.572
O -0.152 -1.314 0.897
H 2.047 -2.508 4.398
H 1.581 -3.815 3.319
H 0.397 -3.135 4.454
H 1.781 -0.413 3.947
H 0.434 0.164 2.952
H 1.987 -0.207 2.196
H -0.868 -3.949 2.478
H 0.448 -4.276 1.349
H -1.086 -3.612 0.750
N -1.711 -2.484 -3.764
C -0.831 -3.183 -2.757
P 0.407 0.045 -3.572
O -0.278 -0.444 -4.807
O 0.227 1.381 -2.939
C 2.246 -0.104 -3.729
N 2.804 1.115 -3.057
H -2.478 -1.998 -3.297
H -2.114 -3.134 -4.435
H -1.176 -1.711 -4.307
H -0.655 -4.201 -3.094
H -1.343 -3.206 -1.797
H 2.557 -0.159 -4.769
H 2.619 -0.964 -3.183
H 3.391 1.681 -3.666
H 3.315 0.862 -2.209
H 1.958 1.655 -2.768
```

Values from the calculation:
- highest occupied orbital energy (eV) = -9.4
- ΔE to the lowest compared entry with this formula, charge and spin (kcal per mole) = 0.0
- gap between HOMO and LUMO (eV) = 6.76
- LUMO (hartree) = -0.0954
- charge = +1

(5)
The following is a quantum chemistry calculation of a 8-piece molecular cluster, C31H44N7O13 overall, from the Open Molecules 2025 dataset.

Structure (XYZ):
```
95
Properties=species:S:1:pos:R:3
C 0.142 0.409 -1.221
O 0.588 1.522 -1.252
O -0.845 -0.040 -1.915
O 0.776 -0.498 -0.575
H -1.524 0.624 -2.105
C -3.157 2.693 0.723
C -3.665 4.098 1.014
C -3.184 4.822 2.369
C -2.134 4.153 3.275
C -1.681 2.793 2.826
C -2.068 2.075 1.373
N -1.773 4.718 4.576
O -2.576 5.560 5.240
O -0.617 4.416 4.981
H -3.651 2.221 -0.119
H -4.473 4.521 0.455
H -3.442 5.828 2.770
H -0.880 2.271 3.500
H -1.764 1.242 0.868
C 1.026 -2.824 -3.187
C 2.502 -2.910 -3.704
C 2.901 -4.345 -4.030
C 2.084 -5.554 -3.544
C 0.576 -5.096 -3.037
C 0.193 -3.706 -2.959
N 2.522 -7.012 -3.700
O 1.774 -7.929 -3.390
O 3.746 -7.120 -3.657
H 0.712 -1.736 -3.137
H 3.131 -2.111 -3.949
H 3.907 -4.586 -4.348
H -0.212 -5.819 -2.752
H -0.934 -3.683 -2.705
C 2.293 0.328 4.153
C 2.131 0.563 2.663
C 3.357 1.119 1.874
C 4.676 1.444 2.529
C 4.852 1.052 4.047
C 3.487 0.602 4.777
N 5.780 1.939 1.761
O 6.872 1.355 1.891
O 5.499 2.760 0.888
H 1.618 0.032 4.913
H 1.096 0.321 2.249
H 3.383 0.921 0.799
H 5.801 1.222 4.553
H 3.583 0.564 5.851
C -4.456 2.765 -2.756
O -4.711 4.010 -2.689
N -5.276 1.751 -2.372
C -5.157 0.310 -2.638
C -6.452 2.055 -1.527
H -3.593 2.309 -3.366
H -5.053 -0.293 -1.762
H -4.333 0.050 -3.373
H -6.275 0.138 -3.091
H -7.371 2.355 -2.258
H -6.270 2.907 -0.824
H -6.823 1.389 -1.004
C -2.671 -0.656 3.244
O -1.525 -0.927 3.660
N -3.147 -0.930 2.065
C -4.534 -0.679 1.730
C -2.228 -1.485 1.074
H -3.358 -0.404 3.925
H -4.788 -0.588 0.650
H -4.788 0.487 1.946
H -4.999 -1.658 2.149
H -1.235 -1.082 0.986
H -2.524 -1.299 0.045
H -2.010 -2.488 1.353
C 2.875 2.060 -3.915
O 2.340 1.917 -5.047
N 3.932 2.823 -3.655
C 4.327 3.048 -2.286
C 4.512 3.695 -4.669
H 2.583 1.425 -3.005
H 4.431 4.212 -2.204
H 5.116 2.470 -2.033
H 3.658 2.970 -1.689
H 4.303 3.361 -5.921
H 5.559 3.795 -4.362
H 4.004 4.795 -4.582
C 1.142 -4.314 0.644
O 1.087 -5.461 0.244
N 1.184 -4.027 2.000
C 1.132 -2.608 2.494
C 1.150 -5.013 3.043
H 0.966 -3.662 0.001
H 1.917 -2.339 3.054
H 0.500 -2.433 3.241
H 1.093 -1.830 1.752
H 0.309 -5.339 3.663
H 1.720 -4.905 3.832
H 1.307 -5.896 2.603
```

Values from the calculation:
- highest occupied orbital energy (eV) = -5.2
- ΔE to the lowest compared entry with this formula, charge and spin (kcal per mole) = 121.3
- gap between HOMO and LUMO (eV) = 5.67
- LUMO (hartree) = 0.0170
- charge = -1

Among the records above, which one has the lowest LUMO?
C31H44F3N2O9P2SSi

Which value of LUMO does entry 4 give?
-0.0954 hartree